(1)
ORCA calculation (wB97M-V/def2-TZVPD) on the molecule CH3ClN2O2 in a non-equilibrium geometry.

XYZ file:
```
9
CH3ClN2O2, DFT wB97M-V/def2-TZVPD
C 0.66 0.78 0.09
N -0.88 -1.32 0.18
N 0.19 -0.69 0.37
O -1.46 -2.29 0.60
O -0.40 1.52 -0.39
Cl 2.72 0.08 -0.28
H -0.12 1.15 -1.16
H 0.92 1.51 0.95
H -1.64 -0.75 -0.35
```

As for the SMILES: [O-]/[NH+]=N/[C@H](O)Cl. Its total energy is -20675.7562 eV. As for the net charge: 0. The energy relative to the best compared isomer or geometry (same formula, charge and spin) comes out at 5.208 eV. The LUMO energy comes out at -1.755 eV. The gap between HOMO and LUMO comes out at 0.31572 hartree.

The net atomic charges from natural (NBO), expressed in e, are: number 1, C, carries 0.3189; number 2, N, carries 0.2294; number 3, N, carries -0.3243; number 4, O, carries -0.3718; number 5, O, carries -0.6416; number 6, Cl, carries -0.2064; number 7, H, carries 0.4798; number 8, H, carries 0.2295; number 9, H, carries 0.2865

(2)
ORCA calculation (wB97M-V/def2-TZVPD) on a structure of composition C19H23N5O2 in a non-equilibrium geometry.

XYZ file:
```
49
C19H23N5O2, DFT wB97M-V/def2-TZVPD
C -4.07 1.35 -7.79
C -3.59 0.61 -6.66
C -4.49 -0.28 -5.88
C -3.91 -0.80 -4.68
C -2.43 -0.60 -4.30
C -1.70 0.31 -4.89
C -2.17 1.02 -6.01
H -1.48 1.31 -6.66
H -0.67 0.27 -4.58
C -2.19 -1.25 -2.97
O -2.86 -2.37 -2.32
N -1.08 -0.87 -2.18
N -0.55 -1.26 -1.19
C 0.03 -0.62 -0.23
O 0.65 0.40 -0.65
C 0.42 -1.17 1.13
C -0.03 -0.33 2.15
H -1.13 -0.11 2.12
H -0.11 -1.21 3.08
C 0.66 0.86 2.52
N 2.21 0.38 2.60
C 2.64 0.47 3.98
N 1.95 0.88 4.91
C 2.56 1.03 6.14
C 3.97 0.14 6.18
C 4.51 -0.10 4.98
N 4.09 0.01 3.77
H 5.45 -0.61 5.10
H 4.45 0.56 7.22
C 1.85 1.57 7.14
H 2.37 2.21 7.64
H 1.84 0.64 7.91
H 0.86 1.83 6.82
C 2.80 -0.17 1.40
H 3.81 -0.38 1.64
C 1.76 -1.63 1.25
H 2.41 -2.16 0.23
H 1.94 -2.01 2.13
H 2.56 0.41 0.62
H 0.35 1.33 3.52
H 0.57 1.61 1.51
H -0.19 -2.11 1.26
H -1.18 -2.07 -0.76
H -0.62 0.29 -2.46
H -4.51 -1.52 -3.93
H -5.41 -0.33 -6.27
H -3.24 1.32 -8.66
H -4.91 0.95 -8.29
H -4.20 2.20 -7.59
```

Its total energy is -31605.0313 eV. As for the net charge: 0. The energy relative to the best compared isomer or geometry (same formula, charge and spin) comes out at 19.259 eV. The LUMO energy comes out at -0.431 eV. The gap between HOMO and LUMO comes out at 0.25577 hartree.

The net atomic charges from natural (NBO), expressed in e, are: number 1, C, carries -0.6136; number 2, C, carries 0.1096; number 3, C, carries -0.2589; number 4, C, carries -0.1007; number 5, C, carries -0.1759; number 6, C, carries -0.1886; number 7, C, carries -0.2258; number 8, H, carries 0.1984; number 9, H, carries 0.2190; number 10, C, carries 0.5959; number 11, O, carries -0.7268; number 12, N, carries -0.3524; number 13, N, carries -0.3714; number 14, C, carries 0.6350; number 15, O, carries -0.6837; number 16, C, carries -0.3422; number 17, C, carries -0.4009; number 18, H, carries 0.2284; number 19, H, carries 0.1895; number 20, C, carries -0.2523; number 21, N, carries -0.4349; number 22, C, carries 0.6097; number 23, N, carries -0.5992; number 24, C, carries 0.3895; number 25, C, carries -0.4069; number 26, C, carries 0.0300; number 27, N, carries -0.4887; number 28, H, carries 0.1762; number 29, H, carries 0.2227; number 30, C, carries -0.6951; number 31, H, carries 0.2428; number 32, H, carries 0.2642; number 33, H, carries 0.2471; number 34, C, carries -0.1874; number 35, H, carries 0.2421; number 36, C, carries -0.3406; number 37, H, carries 0.2140; number 38, H, carries 0.1916; number 39, H, carries 0.2149; number 40, H, carries 0.2642; number 41, H, carries 0.2228; number 42, H, carries 0.2152; number 43, H, carries 0.4104; number 44, H, carries 0.4082; number 45, H, carries 0.2677; number 46, H, carries 0.2117; number 47, H, carries 0.2078; number 48, H, carries 0.2180; number 49, H, carries 0.1994

Repeat the first record exactly.
ORCA calculation (wB97M-V/def2-TZVPD) on the molecule CH3ClN2O2 in a non-equilibrium geometry.

XYZ file:
```
9
CH3ClN2O2, DFT wB97M-V/def2-TZVPD
C 0.66 0.78 0.09
N -0.88 -1.32 0.18
N 0.19 -0.69 0.37
O -1.46 -2.29 0.60
O -0.40 1.52 -0.39
Cl 2.72 0.08 -0.28
H -0.12 1.15 -1.16
H 0.92 1.51 0.95
H -1.64 -0.75 -0.35
```

As for the SMILES: [O-]/[NH+]=N/[C@H](O)Cl. Its total energy is -20675.7562 eV. As for the net charge: 0. The energy relative to the best compared isomer or geometry (same formula, charge and spin) comes out at 5.208 eV. The LUMO energy comes out at -1.755 eV. The gap between HOMO and LUMO comes out at 0.31572 hartree.

The net atomic charges from natural (NBO), expressed in e, are: number 1, C, carries 0.3189; number 2, N, carries 0.2294; number 3, N, carries -0.3243; number 4, O, carries -0.3718; number 5, O, carries -0.6416; number 6, Cl, carries -0.2064; number 7, H, carries 0.4798; number 8, H, carries 0.2295; number 9, H, carries 0.2865